Record 1
22
Properties=species:S:1:pos:R:3:forces:R:3 method="wB97M-V/def2-TZVPD" homo_energy_ev=-8.580 smiles="N[C@H]1C=CC=C[C@@]1(O)S(N)(=O)=O" charge=0 gap_ev=8.815 e_lumo_ev=0.23
C -1.309788 -1.814728 -0.664431 0.144 -0.859 -1.451
C -0.316850 -1.271385 -1.561407 1.322 0.635 0.328
C -1.079050 -1.585032 0.610480 -2.443 -1.341 1.959
C 0.745028 -0.546860 -1.215403 0.754 -0.188 1.408
C -0.044661 -0.714778 1.208122 4.435 -3.082 0.271
C 0.883597 -0.064956 0.179584 -2.917 2.104 -1.583
N -0.536561 0.058961 2.297833 -0.714 0.465 -0.619
N 0.447970 2.213205 -1.506305 -0.909 1.713 0.293
O -1.406826 1.690738 0.076927 -0.011 -0.049 -0.280
O 0.669599 2.505325 1.070589 1.356 1.132 1.285
O 2.125755 0.372346 0.533035 -0.141 0.246 1.057
S 0.036594 1.713783 0.069093 -1.397 -0.525 -3.239
H -2.040559 -2.555431 -1.129071 0.824 1.264 1.183
H -0.276426 -1.516656 -2.554423 -0.617 -0.847 -2.495
H -1.765690 -2.103081 1.332966 0.891 0.734 -0.412
H 1.581344 -0.187190 -1.818111 -0.652 -0.400 -0.417
H 0.894249 -1.410908 1.583957 -2.418 0.649 -0.113
H 0.206232 0.538373 2.758232 0.690 0.163 0.570
H -1.028431 0.792956 1.787990 -0.815 -0.012 1.068
H -0.245395 2.972953 -1.760722 0.859 -1.268 0.323
H 1.375714 2.646697 -1.565070 -0.243 -0.340 0.307
H 1.796971 1.191096 0.997549 2.002 -0.194 0.558

=====

Record 2
23
Properties=species:S:1:pos:R:3:forces:R:3 method="wB97M-V/def2-TZVPD" homo_energy_ev=-9.683 smiles="N[C@@H](CC(=O)O)C(=O)NCC(=O)O" charge=0 gap_ev=10.203 e_lumo_ev=0.52
C 0.734009 0.922609 0.646199 -2.486 3.503 -0.044
C -0.579808 0.025121 0.334454 2.429 1.095 1.177
C 1.289659 1.675107 -0.564815 0.002 -2.021 -3.321
C 0.138235 2.554255 -1.128110 1.662 -0.766 0.187
C -0.889741 -2.525363 0.689677 -1.813 1.473 0.336
C -1.043800 -3.115243 -0.613235 0.739 0.244 -3.403
H 1.627502 0.672140 2.301636 -0.144 -0.199 2.205
H 2.538919 1.019896 1.100569 0.213 -1.404 0.589
H 0.277335 1.829582 1.206731 0.428 -1.854 -0.261
H 2.332602 2.176143 -0.470346 -2.039 -0.446 0.256
H 1.416593 0.889628 -1.427674 0.154 1.406 1.416
H -1.059174 3.950310 -0.529963 2.433 -2.163 1.617
H 0.893983 -1.211955 0.769446 -2.163 -0.599 -0.305
H -2.039601 -2.311073 0.832285 2.168 -0.143 1.063
H -0.410408 -3.287887 1.313522 -0.236 0.799 0.537
H -2.446158 -2.398306 -1.588465 -1.503 0.006 -0.664
N 1.804742 0.345226 1.399271 1.522 0.553 -1.553
N -0.158436 -1.247425 0.523427 1.334 -0.980 1.043
O -1.630064 0.589251 0.141888 -0.205 -1.115 -0.239
O -0.240860 2.489955 -2.272056 -0.199 0.817 1.330
O -0.300611 3.318508 -0.097783 -3.103 2.786 -3.000
O -0.722679 -4.164690 -1.052650 0.372 -1.770 0.804
O -1.532241 -2.195787 -1.514009 0.435 0.778 0.230

=====

Record 3
21
Properties=species:S:1:pos:R:3:forces:R:3 method="wB97M-V/def2-TZVPD" homo_energy_ev="-5.928 / -6.526" charge=0 gap_ev="4.888 / 6.031" e_lumo_ev="-1.04 / -0.49"
C -2.495762 -0.070300 0.115519 1.012 -0.506 0.932
C 1.313597 -0.495803 -0.018437 -1.577 1.043 -0.863
C -0.795166 -1.857845 0.005474 1.992 0.660 0.119
C 1.497999 -2.694271 -0.831043 -2.218 -0.294 -1.292
C -4.714691 1.152950 0.286159 0.364 0.322 -0.155
C 3.455882 0.998220 0.615606 4.040 -1.431 -4.717
N -1.502352 -0.782220 0.100938 0.398 1.676 -1.226
N 0.675125 -1.622362 -0.264282 -1.086 0.134 0.236
S -1.434887 -3.289665 0.454526 0.039 -2.140 0.158
S -3.760727 0.186023 -0.945608 -0.758 0.542 0.382
S 2.855664 -0.172335 -0.772123 -0.067 1.061 1.909
H 1.166887 -3.633046 -0.458347 -0.885 -0.771 0.051
H 1.467571 -2.686254 -1.958176 0.188 0.098 1.231
H 2.427298 -2.580293 -0.406246 2.373 0.339 0.300
H -5.610504 0.640679 0.641263 0.733 -0.359 0.669
H -5.107723 2.036998 -0.101402 -0.901 1.413 -1.724
H -3.977602 1.652407 0.939649 -0.475 -1.338 0.521
H 2.856988 1.017717 1.406165 -2.807 0.318 3.009
H 3.730706 1.916474 0.113598 -0.543 0.459 0.314
H 4.432391 0.560686 0.899543 -0.580 0.095 0.110
H 0.698708 0.397051 0.307496 0.761 -1.321 0.037

=====

Record 4
19
Properties=species:S:1:pos:R:3:forces:R:3 method="wB97M-V/def2-TZVPD" homo_energy_ev=-13.983 charge=+1 gap_ev=7.388 e_lumo_ev=-6.60
C -0.350229 -2.405865 -0.430470 -0.401 -0.064 0.110
C -2.073349 -2.132835 0.741477 0.605 0.198 -0.254
C 0.858478 -0.317697 0.321385 -0.313 -0.359 0.261
C -0.647195 1.480128 -0.711796 -0.161 0.295 0.070
C 0.599669 1.075051 -0.103899 -0.092 -0.145 -0.122
C 1.648892 2.055618 0.113655 0.328 0.001 0.378
N -1.492205 -2.965049 -0.143196 0.066 -0.853 -0.547
N -0.235605 -1.242872 0.251866 -0.140 -0.172 -0.327
N -1.341503 -1.082239 1.007889 -0.068 1.190 0.730
H 0.386546 -2.801213 -1.097886 0.312 -0.036 -0.197
H -3.031466 -2.310837 1.182292 -0.235 0.032 0.164
H 1.689305 -0.718870 -0.279155 0.056 0.222 0.052
H 1.237223 -0.287525 1.356271 0.064 0.160 -0.124
H -1.481487 1.170091 -0.063029 0.078 -0.090 0.088
H -0.837027 0.908344 -1.626404 0.072 -0.265 -0.062
H -0.691155 2.545928 -0.921832 0.011 -0.061 -0.010
H 2.452174 1.706757 0.756604 0.042 -0.047 -0.014
H 1.226233 2.985635 0.501537 -0.085 0.033 -0.021
H 2.082702 2.337452 -0.855308 -0.140 -0.039 -0.174

=====

Record 5
19
Properties=species:S:1:pos:R:3:forces:R:3 method="wB97M-V/def2-TZVPD" homo_energy_ev="-12.829 / -12.827" charge=+1 gap_ev="8.575 / 8.575" e_lumo_ev="-4.25 / -4.25"
C -2.392265 -1.325702 0.277544 1.904 -0.507 -0.058
C -1.105830 -0.809526 0.222036 4.876 2.195 0.979
C -1.138218 0.553016 -0.019968 1.305 -1.549 -1.360
C 0.104904 1.379725 -0.211221 -1.170 2.997 1.776
C 1.225319 0.858306 0.744052 1.028 0.245 -3.405
C 1.185429 -0.632443 0.577145 -2.494 1.296 -2.263
N -3.150016 -0.319379 -0.076345 -2.915 -0.715 -0.201
N -2.432565 0.756276 -0.288923 0.616 1.233 0.093
N 1.957131 -1.107847 -0.634152 -2.084 -0.631 1.242
H -2.558640 -2.360831 0.541838 -1.176 0.357 -0.216
H 0.616643 1.342363 -1.136333 -0.432 -0.104 -1.751
H -0.172062 2.530859 -0.064056 0.924 -2.367 -0.105
H 2.235857 1.395006 0.324754 -2.127 -1.445 1.572
H 0.964244 1.063638 1.714509 -0.056 0.811 2.452
H 1.194172 -1.317938 1.325081 0.734 -1.560 2.291
H -2.846004 1.602939 -0.666762 -0.251 -0.381 0.336
H 1.953090 -2.136835 -0.531593 -0.165 0.514 -1.131
H 2.894212 -0.793337 -0.681000 1.523 0.532 0.304
H 1.464601 -0.678295 -1.416599 -0.041 -0.922 -0.553

=====

Record 6
19
Properties=species:S:1:pos:R:3:forces:R:3 method="wB97M-V/def2-TZVPD" homo_energy_ev="-12.849 / -12.617" charge=+1 gap_ev="6.894 / 6.491" e_lumo_ev="-5.96 / -6.13"
C -1.280393 1.873129 -0.377798 -0.535 -1.215 -0.336
C -2.187977 0.787315 -0.298232 -1.946 -0.788 0.785
C 0.048719 1.631259 -0.519312 0.645 2.439 0.434
C 2.489557 0.196260 0.595311 2.317 -0.606 1.253
C 1.840684 0.162059 -0.616969 1.387 -3.548 -2.239
C -2.713726 -1.397893 0.163999 1.128 -0.103 -1.997
N 0.645914 0.526612 -0.883179 -1.243 -0.117 -0.557
N 3.562183 -0.531837 0.952174 -1.808 0.746 -2.452
N -1.754021 -0.367500 0.014399 1.188 0.132 0.777
H -1.732021 2.815282 -0.239345 0.237 1.268 0.033
H -3.322203 0.906411 -0.287148 1.359 0.465 -0.436
H 0.715960 2.489805 -0.416579 -0.104 0.041 0.164
H 2.136389 0.797463 1.380413 -0.702 0.748 0.975
H 2.222753 -0.629300 -1.342837 -0.174 1.078 0.847
H -3.620374 -1.051976 -0.180507 -2.403 0.391 -1.110
H -2.366259 -2.235971 -0.407052 0.022 -0.598 -0.481
H -2.908593 -1.766723 1.100075 0.319 -0.538 2.815
H 4.113317 -1.087735 0.319020 -0.248 -0.143 -0.436
H 3.970223 -0.422990 1.824708 0.560 0.348 1.961

=====

Record 7
19
Properties=species:S:1:pos:R:3:forces:R:3 method="wB97M-V/def2-TZVPD" homo_energy_ev=-13.736 smiles="C=CC[n+]1ccn(C)n1" charge=+1 gap_ev=9.971 e_lumo_ev=-3.76
C -0.798630 0.095656 -2.149221 1.760 0.917 -0.257
C -0.309021 1.200093 -1.527164 -0.817 2.774 -1.151
C 0.763388 0.062854 2.852268 0.530 0.764 -2.804
C 1.171143 0.715318 1.756385 -1.784 1.006 0.474
C -1.037956 -2.197324 -1.366089 -1.336 -3.509 -0.293
C 0.294994 1.643454 0.915538 -1.397 0.641 2.626
N -0.461323 -0.351855 -0.053693 0.923 -1.381 0.633
N -0.734269 -0.848208 -1.221062 -0.706 1.463 1.151
N -0.115746 0.877556 -0.266946 -0.677 0.244 1.240
H -0.773552 -0.061310 -3.179182 -0.720 -0.488 -1.402
H -0.303810 2.251899 -1.828401 0.476 -0.650 -0.176
H 1.534310 -0.581066 3.189927 -0.028 -0.735 1.264
H -0.299762 0.039012 3.037177 0.146 -0.032 0.865
H 2.126922 0.660282 1.308883 1.233 -0.335 0.150
H -2.170283 -2.343809 -1.546996 1.841 0.139 0.544
H -0.514223 -2.537110 -2.280057 -0.303 -0.089 0.543
H -0.650309 -2.785996 -0.470783 -0.741 0.876 -1.248
H -0.614796 2.094534 1.491093 1.100 -1.523 -1.018
H 0.808072 2.575317 0.733528 0.500 -0.084 -1.141

=====

Record 8
20
Properties=species:S:1:pos:R:3:forces:R:3 method="wB97M-V/def2-TZVPD" homo_energy_ev=-11.906 charge=+1 gap_ev=8.549 e_lumo_ev=-3.36
C 0.803462 0.973199 -1.267506 0.182 -0.139 1.126
C 0.386845 0.282088 -2.451848 -1.236 -2.125 -0.037
C 0.693144 0.939527 0.035740 -1.909 -4.089 1.812
C -0.246487 -0.819092 1.085428 2.325 3.617 -2.231
C 0.757867 1.608030 1.355319 -3.037 2.052 -0.248
C -0.696342 -0.563838 -2.552148 3.699 3.489 -3.458
N 0.061000 -0.491141 2.262835 0.326 0.395 3.031
N 0.677257 0.770983 2.533529 0.452 -0.928 0.673
N -0.523975 -1.999655 0.631341 0.085 -0.751 1.457
O -1.521549 -0.862888 -1.616162 -2.519 -1.080 1.785
H 1.383167 1.821411 -1.463506 1.112 1.635 -0.587
H 0.929723 0.382605 -3.414444 -0.285 0.349 1.112
H 1.610028 2.228714 1.429087 1.083 0.694 0.098
H -0.180114 2.347823 1.261900 1.708 -1.296 0.551
H -0.842342 -0.607785 -3.638674 -1.133 -1.426 0.464
H -0.037816 -1.102748 3.096015 0.191 0.624 -0.750
H 0.867782 1.011495 3.556846 -0.598 -0.318 -2.587
H -0.748944 -2.743017 1.267809 -0.105 -0.443 0.073
H -1.003733 -1.922245 -0.205015 -0.939 -0.569 -2.073
H -2.368974 -1.253466 -1.906548 0.599 0.311 -0.208

=====

Short version: electronic energy = -26338.9915; -19600.2660; -41864.9662; -10845.7330; -10842.7222; -10844.3423; -10845.2593; -12889.6598 eV, in the order given.